[1]
Molecular formula: C33H40N2O14S
Method: DFT, the ωB97M-V functional and the def2-TZVPD basis

```
90
Properties=species:S:1:pos:R:3:lowdin_charge:R:1
H 2.179 -6.115 5.697 0.1600
H -5.582 4.049 -0.947 0.1257
H -3.310 -5.818 -1.706 0.0923
H -3.313 3.058 -2.895 0.1130
C 0.374 2.904 -3.940 -0.2023
H -0.206 -0.722 5.817 0.0942
H 6.952 -0.339 1.591 0.0862
S -2.729 2.592 2.786 0.9810
O 0.256 -6.390 5.018 0.0845
H -0.169 -0.408 3.229 0.1346
H 1.335 -3.864 5.442 0.0900
H -2.013 -5.535 -2.889 0.0937
C 4.934 0.632 -1.800 -0.5552
H 4.931 0.828 0.948 0.1591
C 0.414 0.175 5.773 -0.0143
O 3.060 -2.413 3.025 0.1275
O 5.098 1.187 -2.838 0.1605
H -4.785 6.611 -0.872 0.1290
H -5.184 -3.874 -2.849 0.1403
C -4.363 5.787 -0.262 -0.0886
C -2.910 6.161 0.039 -0.4948
C 2.040 -6.730 3.631 -0.0992
C -1.384 1.137 -3.146 -0.1493
H 1.738 -6.317 2.665 0.1408
C -3.085 -3.757 -2.308 -0.3344
H -0.702 0.546 -0.502 0.1258
H -4.090 -4.513 -4.094 0.1417
O -2.678 6.807 1.040 0.0893
C -3.517 3.381 -0.823 -0.1688
C -3.086 2.969 0.499 -0.3229
H 2.551 -4.073 4.180 0.0688
C 2.080 4.519 -4.644 -0.0903
N -1.782 1.671 1.844 -0.2583
H 0.650 1.375 -2.481 0.1160
O 2.088 -1.192 4.654 0.0848
H 0.694 1.100 2.875 0.1240
H -1.782 -5.071 -1.217 0.0860
C 1.417 0.081 4.648 -0.3218
C -4.564 4.467 -1.075 -0.1238
O 5.887 0.489 -0.841 0.0856
C 1.722 3.238 -4.219 -0.0461
H 3.196 -0.745 0.421 0.1200
C -1.476 1.314 -0.604 0.0198
H 4.267 -1.755 -0.572 0.1448
H -0.974 5.996 -4.708 0.1012
C -2.955 2.760 -1.904 0.0130
H -1.643 3.700 -3.980 0.0840
H 5.619 -1.465 1.893 0.0807
C 6.163 -0.925 1.117 -0.0173
H -4.496 4.732 -2.149 0.1131
C -2.779 -2.098 -3.796 -0.5380
C 4.049 -0.732 -0.254 -0.0953
C -4.207 -3.757 -3.314 -0.0983
C 1.103 5.516 -4.808 -0.1019
C 1.583 -4.412 4.531 -0.0279
H -1.426 0.050 -3.017 0.0854
H 3.116 -6.895 3.627 0.1397
O -1.868 5.838 -0.800 0.0862
C -2.051 1.927 0.557 -0.3129
O 1.340 -7.960 3.842 0.0614
C 5.239 -0.023 0.333 -0.3326
H -0.229 1.048 5.654 0.0906
H -3.385 -3.265 -1.378 0.1594
O -2.288 -1.172 -4.360 0.1460
H -1.172 5.515 -0.207 0.1271
H 3.139 4.732 -4.820 0.1029
O -2.109 -2.927 -2.955 0.0898
C -1.913 1.730 -1.834 -0.1683
H -2.082 1.377 -3.962 0.1176
O 1.743 -0.661 2.507 0.0518
H 0.926 0.250 6.732 0.0880
C -0.582 3.901 -4.146 -0.0406
O -0.690 -8.415 4.712 0.1639
C 0.799 0.096 3.276 -0.1058
C -0.239 5.198 -4.572 -0.0826
H 2.174 0.863 4.752 0.1609
N -3.550 3.455 1.650 -0.1911
H -4.933 5.718 0.674 0.1164
O -4.082 -2.463 -3.910 0.0718
H 0.822 -4.153 3.791 0.1007
H 2.515 2.484 -4.106 0.1128
C 1.588 -5.897 4.802 -0.3257
H 1.433 6.513 -5.122 0.0999
C 0.212 -7.662 4.543 -0.5579
O 3.764 0.055 -1.416 0.0583
C 0.099 1.482 -3.438 -0.1169
C 2.364 -1.507 3.366 -0.5585
H 6.656 -1.642 0.459 0.0940
C -2.523 -5.128 -2.015 -0.0220
H 0.578 0.777 -4.142 0.1274
```

* HOMO level: -8.7 eV
* orbital gap: 0.293 Ha
* charge: 0
* calculated total energy: -77351.564 eV

***

[2]
Molecular formula: C33H40N3
Method: DFT, the ωB97M-V functional and the def2-TZVPD basis

```
76
Properties=species:S:1:pos:R:3:lowdin_charge:R:1
H 0.284 3.820 1.968 0.0568
C 1.423 1.753 3.574 -0.1311
H -0.918 2.940 4.630 0.1290
C -4.407 0.423 -2.958 -0.0589
C 0.310 -3.837 0.402 -0.0329
H 2.546 -1.092 5.059 0.0795
H 0.463 -0.120 -5.283 0.1401
H 5.986 2.734 2.528 0.0840
H -3.786 0.739 -3.802 0.0692
C 3.654 0.971 4.038 0.0037
H 2.112 -3.006 -4.132 0.1222
H -0.973 -1.035 -5.795 0.1378
H -5.243 -0.336 -0.487 0.1287
C -4.306 -0.158 2.007 -0.0359
H 1.778 -1.166 -6.851 0.1177
C 5.663 2.424 3.531 -0.0553
C 1.223 -2.789 -1.581 -0.0186
C 2.273 0.742 4.042 -0.2089
H 4.323 0.190 4.411 0.1182
H 5.951 3.231 4.218 0.0878
C 0.088 -1.127 -5.528 -0.1050
C -0.981 -3.412 0.050 -0.0498
C -0.088 -2.420 -1.983 -0.1910
H -0.176 -0.547 0.655 0.0366
C 4.185 2.176 3.567 -0.2650
C -3.683 0.595 -1.653 -0.2859
C 1.134 -3.154 -4.620 -0.1060
H -5.203 0.447 2.199 0.0959
C 0.342 -0.128 1.507 0.0262
H -0.279 2.522 -1.415 0.0786
H 1.693 4.852 2.157 0.0830
C 1.063 4.120 2.677 -0.0359
H 1.293 -1.190 3.819 0.0649
H -0.577 3.131 0.212 0.0818
C 1.314 -3.175 -6.148 -0.1369
H -3.670 -0.117 2.892 0.0739
C -2.437 1.225 -1.600 -0.0261
C -3.615 0.306 0.767 -0.1911
C 1.929 2.994 3.143 -0.1788
C 0.899 -1.785 -6.652 -0.1406
H -3.068 2.444 3.013 0.1277
H 1.335 -0.394 1.819 0.0406
H -4.696 -0.623 -3.119 0.0797
C -1.180 -2.698 -1.123 -0.0118
C -2.340 0.897 0.788 -0.1268
H 0.363 1.634 -0.038 0.0656
C -2.081 2.006 3.009 -0.0457
H -1.170 -1.015 -3.259 0.1513
N 0.039 1.465 3.378 0.0224
H -1.832 -3.644 0.693 0.1198
C 1.726 -0.539 4.586 -0.0408
H 6.222 1.526 3.809 0.0754
H 0.648 -3.936 -6.566 0.1179
H 0.724 -4.098 -4.238 0.1476
H -2.175 -2.354 -1.416 0.1216
H 0.971 -0.358 5.360 0.0929
C -1.017 2.259 3.799 -0.0538
C -0.501 2.212 -0.385 -0.0328
H -5.333 1.016 -2.991 0.0905
H 0.466 -4.406 1.324 0.1220
N 0.245 -2.011 -4.367 -0.0346
H 2.339 -3.440 -6.421 0.1219
C -1.766 1.412 -0.384 -0.1901
C -0.389 0.711 2.297 -0.2959
H -1.981 1.605 -2.519 0.1112
N -1.691 1.091 2.041 0.0046
C 1.406 -3.517 -0.411 -0.0473
H 2.083 -2.484 -2.178 0.1135
C 3.315 3.179 3.137 -0.0048
H 0.589 4.652 3.514 0.0915
H 0.303 -1.845 -7.568 0.1202
H -4.655 -1.192 1.881 0.0871
C -0.354 -1.745 -3.225 0.0655
H 3.716 4.134 2.786 0.1232
C -4.262 0.145 -0.462 -0.0106
H 2.414 -3.831 -0.126 0.1196
```

* HOMO level: -8.5 eV
* orbital gap: 0.155 Ha
* charge: +1
* ΔE to the lowest compared entry with this formula, charge and spin: 0.0 kJ/mol
* calculated total energy: -39334.193 eV

***

[3]
Molecular formula: C33H41AsClN3O6Rh
Method: DFT, the ωB97M-V functional and the def2-TZVPD basis

```
86
Properties=species:S:1:pos:R:3:lowdin_spin:R:1
N 5.458 -3.474 -0.986 0.5050
H 7.555 -1.969 -3.828 0.0054
C 4.087 -3.169 -5.022 -0.0109
H -2.190 -2.918 1.442 0.0000
C -0.507 0.628 3.136 0.0021
C -1.021 -3.136 -1.606 0.0033
C 6.148 -1.977 -5.446 -0.0083
H -4.448 -2.107 2.180 0.0003
O -1.963 1.114 1.313 0.0436
H -2.699 -3.660 -2.884 0.0001
H -1.437 -4.886 -2.789 0.0001
C -0.049 4.858 -1.463 0.0012
H 4.151 -4.507 0.941 0.0078
C 3.932 0.572 -1.902 0.0547
H -3.884 1.897 1.313 0.0008
C 2.602 0.766 -1.550 -0.0054
H 4.453 1.337 -2.457 0.0038
O -1.663 2.856 -2.515 0.0126
C -0.900 2.525 -1.634 0.0117
C 0.729 5.844 -0.884 0.0003
C 1.517 4.260 0.759 0.0003
C 4.568 -0.605 -1.547 -0.0133
C 5.743 -2.970 -3.274 0.0468
H 3.859 -4.012 -3.072 0.0051
C 1.716 -0.096 2.904 0.0023
H -1.959 0.278 -3.106 -0.0003
H -0.271 0.927 4.162 0.0009
C 2.561 -1.268 -0.420 0.0243
H 1.916 -3.800 1.741 -0.0046
C 4.490 -3.442 -3.742 0.0882
C 1.513 5.538 0.220 -0.0001
O 4.344 -2.102 -7.071 0.0554
H -0.670 5.069 -2.322 -0.0001
H -0.362 -3.616 -0.881 0.0000
N 6.136 -3.108 -1.990 0.6175
H -3.460 -0.166 -3.902 0.0004
As -1.858 -1.624 -0.681 0.0797
H -2.610 3.019 0.775 0.0001
H 4.480 -1.247 -8.882 -0.0002
Cl 2.498 6.761 0.934 0.0001
C 1.821 -2.088 0.460 0.1427
H -1.018 2.572 2.427 0.0001
H -3.371 -0.734 1.868 0.0002
C 2.440 -3.223 0.989 -0.0273
H 0.730 6.850 -1.280 0.0001
H -3.758 -0.167 -1.433 0.0001
H 6.040 -1.797 -8.236 0.0008
C 6.581 -2.288 -4.175 0.1044
C 3.880 -1.584 -0.825 0.0502
C 4.401 -2.880 -0.425 0.0137
O -0.792 1.283 -1.234 0.1218
C 0.738 3.278 0.171 0.0017
H 2.120 4.042 1.630 0.0000
Rh -0.060 -0.096 -0.093 1.4872
C -3.237 -0.992 -1.918 0.0199
H 5.277 -0.316 -7.596 0.0008
C -2.902 -2.507 0.724 0.0241
C -2.946 1.979 0.755 0.0026
C 3.697 -3.600 0.565 0.1494
H -2.344 1.715 3.255 0.0008
H 2.074 1.664 -1.843 -0.0008
H -3.107 1.683 -0.278 0.0002
H 0.740 2.286 0.602 0.0013
H 2.592 0.029 2.272 0.0004
H 1.940 0.256 3.915 0.0012
C -1.991 -4.146 -2.212 0.0018
H 5.605 -0.739 -1.811 0.0006
C 4.886 -2.395 -5.878 0.0964
H -0.383 -2.709 -2.384 0.0004
H -3.947 -1.814 -2.036 0.0036
H -4.613 -1.170 0.694 0.0000
O 0.664 0.670 2.335 0.0315
C 5.091 -1.319 -7.987 0.0025
C -1.502 1.598 2.564 0.0021
H -0.917 -0.391 3.148 0.0003
H -2.551 -4.678 -1.444 0.0001
C -2.665 -0.536 -3.257 0.0004
C -0.041 3.565 -0.946 0.0052
H 3.143 -3.534 -5.403 -0.0023
C -3.894 -1.571 1.410 0.0009
H -2.152 -1.351 -3.771 0.0000
H 1.448 -1.155 2.950 0.0001
O 0.581 -1.719 0.788 0.1197
H 6.796 -1.405 -6.096 -0.0031
N 1.944 -0.119 -0.819 0.1100
H -3.422 -3.338 0.245 0.0037
```

* 2S+1: 5
* HOMO level (alpha / beta): -9.1 / -10.9 eV
* orbital gap (alpha / beta): 0.205 / 0.224 Ha
* charge: +1
* calculated total energy: -128001.392 eV

***

[4]
Molecular formula: C33H41Cl5FIrN3OP2Si
Method: DFT, the ωB97M-V functional and the def2-TZVPD basis

```
88
Properties=species:S:1:pos:R:3:lowdin_charge:R:1
C 5.122 1.906 -0.456 -0.6869
H -2.335 -3.279 -2.889 0.1006
C 1.265 2.444 4.211 -0.0078
P -0.908 1.011 0.122 0.9589
C -0.645 3.962 -5.455 -0.0491
Si -0.619 -2.266 3.245 0.3757
H 0.432 3.593 5.818 0.1096
Cl 6.058 -1.445 1.510 0.7330
H 0.393 3.197 -7.192 0.1139
N -0.089 -0.678 2.651 -0.2617
C -0.665 2.524 -3.537 -0.1941
H 0.629 -4.245 4.057 0.0412
H 3.018 -0.992 -1.700 0.0291
H -0.682 2.695 1.819 0.0583
H 1.158 -3.319 -3.862 0.0813
O 1.754 0.609 -0.238 -0.4169
N 0.432 0.385 -3.660 0.1586
C 0.310 2.737 5.171 -0.0736
H -4.104 0.742 2.033 0.1044
C -0.336 -2.725 -2.372 -0.6756
H 1.016 1.055 -6.118 0.1201
C -0.799 1.911 5.283 -0.0709
C 2.282 -1.598 -2.212 -0.1941
H 1.019 -4.220 -1.507 0.0813
C -0.052 -4.019 -1.593 -0.0756
H -0.970 -2.763 0.848 -0.0427
C 3.820 -0.287 0.572 -0.5874
H -0.521 -3.592 -4.310 0.0969
C -3.022 0.766 1.879 -0.0824
C 1.088 1.349 3.393 -0.2494
H -2.600 -0.173 2.233 0.0518
H -0.499 -4.859 -2.128 0.1008
Cl 7.557 1.072 0.386 0.7145
H -0.477 -3.998 -0.594 0.0490
H -2.047 -3.312 4.886 0.0485
H -3.060 2.580 -1.074 0.0647
C -3.373 2.291 -0.073 -0.0712
H 1.557 -3.368 2.838 -0.0096
H 1.463 -2.749 4.489 0.0432
P 0.614 -1.328 -1.559 0.9557
C 0.157 -2.894 -3.815 -0.0835
H -1.582 4.470 -3.595 0.1199
H -3.139 3.107 0.611 0.0868
C 0.894 -3.246 3.699 -0.1728
C 5.858 0.922 0.212 -0.7037
C -3.343 -0.201 -0.381 -0.0857
N -0.995 2.319 -2.234 0.1538
C 5.197 -0.191 0.721 -0.6892
H -4.457 2.162 -0.079 0.0978
H 2.267 -1.329 -3.266 0.0586
H -1.393 -1.826 5.571 0.0429
C 3.746 1.785 -0.593 -0.5856
H -4.410 -0.269 -0.156 0.1031
Cl 2.969 -1.683 1.156 0.7819
C 3.066 0.683 -0.063 -0.4868
Ir 0.507 -0.653 0.710 0.9436
F 2.062 1.115 2.474 0.0259
H -2.619 1.575 2.487 0.0760
C -2.748 0.969 0.388 -0.6717
C -1.835 -2.456 -2.374 -0.0810
H -1.385 -4.169 1.829 0.0506
H -2.510 -2.810 1.708 0.0389
C -1.023 3.740 -4.164 -0.0013
H -1.561 2.121 6.021 0.1105
H 2.154 3.048 4.087 0.1261
C -0.634 1.190 -1.690 -0.3673
C -1.813 -2.266 4.665 -0.1689
H -0.905 4.893 -5.941 0.1138
C 0.451 1.810 -5.588 -0.0007
H -2.088 -1.534 -2.902 0.0819
C -0.365 2.593 0.782 -0.1763
H -2.753 -1.762 4.435 0.0345
Cl 5.921 3.269 -1.118 0.7267
H -2.877 -1.136 -0.075 0.0441
H 2.556 -2.647 -2.099 0.0591
C 0.068 1.555 -4.251 -0.1922
C -1.453 -3.079 1.780 -0.1808
H 0.146 -1.959 -4.374 0.0703
H 0.719 2.649 0.727 0.0370
H -1.828 0.203 4.543 0.0807
H -3.235 -0.081 -1.460 0.0802
C 0.005 0.472 3.475 -0.3158
C 0.099 2.991 -6.171 -0.0485
H -2.231 -2.410 -1.364 0.0509
C -0.941 0.809 4.454 -0.0635
Cl 2.816 2.965 -1.443 0.7563
C 0.081 0.202 -2.418 -0.3797
H -0.808 3.371 0.162 0.0616
```

* HOMO level: -10.4 eV
* orbital gap: 0.242 Ha
* charge: +1
* ΔE to the lowest compared entry with this formula, charge and spin: 0.0 kJ/mol
* calculated total energy: -136025.872 eV

***

[5]
Molecular formula: C33H41F2FeN3O6Pt2
Method: DFT, the ωB97M-V functional and the def2-TZVPD basis

```
88
Properties=species:S:1:pos:R:3:lowdin_spin:R:1
H -1.930 2.116 -0.297 0.0008
C -1.668 0.126 3.552 0.0000
H 3.408 5.283 -1.973 0.0153
C -3.952 -2.155 -3.230 0.0083
O 4.269 3.919 0.751 0.5651
C -0.638 4.751 -1.675 0.0145
C -0.257 -5.844 -0.170 0.0001
C -1.824 -0.986 4.359 0.0000
C 2.372 0.959 2.952 0.0070
C 2.612 1.505 5.263 0.0036
H 2.238 0.252 2.144 0.0008
H -3.151 -2.169 5.506 0.0000
H -1.197 -0.718 -1.002 0.0022
C -4.150 -0.431 4.671 0.0000
H -5.907 -3.009 -3.327 0.0004
C 2.715 2.832 4.877 0.0011
C 1.096 -5.678 -0.381 0.0000
H -1.274 6.766 -1.539 0.0004
H -2.674 -5.506 -2.060 0.0004
F -0.837 -6.998 -0.543 0.0000
O 2.569 1.223 -3.135 0.0561
H -4.754 1.474 3.888 0.0000
H 4.156 3.866 -2.475 0.0100
C -1.478 5.747 -1.242 0.0038
H 0.013 -3.416 -4.688 0.0006
Fe 2.467 2.937 0.598 3.8881
H 4.386 1.297 -2.151 0.0000
H 1.333 -2.900 -2.419 -0.0001
C 3.668 4.281 -1.578 0.0318
H 1.433 -2.562 0.893 0.0002
H 2.864 3.623 5.599 0.0001
O 2.479 3.624 -1.274 0.1996
N -0.755 3.469 -1.320 0.0802
C -4.444 -4.425 -2.655 -0.0031
C -3.071 -1.273 4.902 0.0000
Pt 0.864 2.204 -1.974 1.4610
O 0.227 -2.648 -4.151 0.0379
H 4.890 5.536 -0.308 0.0387
N 2.559 2.216 2.579 0.0340
C 0.207 0.461 0.144 0.0164
H 4.179 -0.119 -3.195 0.0010
N -2.629 -2.311 -3.025 0.0583
C 2.329 0.579 4.273 0.0011
C -2.595 5.411 -0.498 -0.0021
H 0.575 -0.343 0.807 0.0039
H 2.642 1.234 6.309 0.0002
H 2.783 -4.388 -0.134 0.0000
C -4.874 -3.177 -3.050 0.0028
C -3.100 -4.558 -2.361 0.0023
C -0.411 -3.648 0.727 0.0001
H 0.152 4.988 -2.378 0.0057
H 2.863 4.159 3.210 0.0023
C 2.676 3.139 3.532 0.0098
H -1.030 -2.845 1.112 0.0000
H -3.348 6.133 -0.212 -0.0001
H 1.859 -3.896 -3.761 0.0014
C -3.996 0.701 3.875 0.0000
H -3.506 3.676 0.503 0.0005
H -1.218 -3.583 -2.220 0.0008
C -2.728 4.084 -0.127 0.0031
C -2.768 0.926 3.306 0.0000
H -5.091 -0.572 5.183 0.0000
C -1.764 3.162 -0.513 0.0050
H -5.101 -5.282 -2.628 -0.0001
H -4.259 -1.228 -3.700 0.0040
C 0.955 -3.478 0.561 0.0002
H 0.500 -1.134 -1.233 0.0009
H 2.185 -0.462 4.534 0.0002
O 1.177 1.464 0.011 0.2306
H 2.514 0.986 -4.064 0.0051
C 4.608 4.473 -0.413 0.0969
C 3.673 0.554 -2.504 0.0027
H 2.211 -2.173 -3.854 -0.0001
H 5.585 4.007 -0.695 0.0569
F -2.584 2.018 2.518 0.0001
C -2.253 -3.488 -2.525 0.0050
H -2.126 -4.886 0.345 0.0000
O -0.226 0.426 -2.381 0.1300
H -0.955 -1.578 4.616 0.0000
C 1.493 -2.905 -3.495 0.0055
H -0.785 0.360 2.968 0.0000
C -1.049 -4.812 0.290 0.0000
H 1.689 -6.510 -0.740 0.0000
H -0.684 0.798 0.691 0.0010
Pt -1.239 -0.853 -3.922 0.8775
C -0.198 -0.287 -1.139 0.0120
C 1.708 -4.471 -0.048 0.0000
H 3.302 -0.041 -1.669 0.0000
```

* 2S+1: 9
* HOMO level (alpha / beta): -12.1 / -12.4 eV
* orbital gap (alpha / beta): 0.272 / 0.178 Ha
* charge: +2
* calculated total energy: -97936.439 eV